# 1
Density functional theory data (the ωB97M-V functional and the def2-TZVPD basis) for a structure of composition C43H41AsF7O17V in a non-equilibrium geometry.

```
! wB97M-V def2-TZVPD RIJCOSX def2/J DEFGRID3
* xyz -3 2
O 2.7634 -3.1305 3.2469
V 2.3107 -3.9121 1.8975
O 3.4976 -3.8336 0.8970
C 0.1265 -5.1872 1.3766
O -0.8668 -5.8036 0.9331
O 1.1138 -5.1895 0.6175
O 0.2195 -4.5268 2.4530
As 0.3462 -1.2143 -0.2254
F 1.2606 -2.3078 0.8154
F 1.1074 -1.9624 -1.6608
F -0.5918 -0.1826 -1.3505
F -0.4221 -0.5679 1.2135
F 1.6354 0.0300 -0.1174
F -0.9348 -2.4441 -0.3457
F -3.1263 2.8951 0.5762
C -1.8699 3.4767 0.6422
C -0.7898 2.8943 0.0333
C 0.4694 3.5266 0.1249
C 0.5871 4.6700 0.7862
C -0.5683 5.2966 1.4229
C -1.7818 4.6795 1.3954
H -0.8384 1.9012 -0.3884
H 1.3368 2.9882 -0.2275
H 1.5836 5.0675 0.9097
H -0.4352 6.1968 2.0046
H -2.6151 5.0633 1.9652
C 6.1578 -0.4947 0.2364
C 4.8955 0.0110 0.3890
C 4.5752 0.8611 1.3889
C 5.4986 1.1410 2.3953
C 6.8098 0.7374 2.2649
C 7.0995 -0.1255 1.2165
O 8.4072 -0.5512 1.0674
O 3.2712 1.1934 1.6287
H 6.4253 -1.1914 -0.5442
H 4.2316 -0.3118 -0.3993
H 5.2354 1.7304 3.2611
H 7.5317 1.1160 2.9734
H 8.9753 0.0310 1.5773
H 2.7547 0.8321 0.9046
C 3.8040 -3.9868 -2.2780
C 4.8717 -4.6750 -1.8088
C 6.1637 -4.2996 -2.1129
C 6.4006 -3.1477 -2.8768
C 5.3598 -2.3261 -3.2402
C 4.0535 -2.7839 -2.8951
O 3.0852 -1.9244 -3.1041
O 7.1674 -5.1281 -1.6331
H 2.7959 -4.3094 -2.0636
H 4.8022 -5.5120 -1.1299
H 7.4342 -2.9153 -3.0864
H 5.5378 -1.3626 -3.6945
H 2.3160 -2.1750 -2.5874
H 7.0315 -5.5594 -0.7863
C 1.2283 1.5815 -6.3852
C 0.0336 2.2029 -6.3557
C -0.6399 2.3787 -5.1487
C -0.0524 1.8212 -4.0183
C 1.0948 1.1365 -4.0909
C 1.7188 0.9297 -5.2980
O 2.7800 0.0291 -5.3587
O -1.7457 3.1929 -5.1398
H 1.6732 1.3601 -7.3441
H -0.2953 2.7143 -7.2482
H -0.5270 2.0310 -3.0712
H 1.5057 0.6369 -3.2260
H 2.7007 -0.7256 -4.7707
H -1.9100 3.7398 -4.3681
C -6.0405 1.4973 -3.3189
C -5.9429 0.1716 -2.9986
C -4.9100 -0.2476 -2.1732
C -3.8523 0.5845 -1.9283
C -3.8336 1.9397 -2.3814
C -5.0304 2.4284 -3.0390
O -5.0456 3.7591 -3.4132
O -4.8514 -1.4984 -1.6354
H -6.9413 1.8267 -3.8154
H -6.6024 -0.5845 -3.3983
H -3.0234 0.1016 -1.4322
H -3.0705 2.6149 -2.0232
H -4.3865 4.3802 -3.0946
H -5.3561 -2.0723 -2.2163
C -5.3921 0.2474 1.8182
C -6.2336 1.0735 2.6235
C -5.6985 2.0543 3.4169
C -4.3291 2.1512 3.5352
C -3.4783 1.1945 2.9132
C -4.0352 0.2524 2.0602
O -3.1424 -0.5746 1.5066
O -6.4775 3.0081 4.1002
H -5.8292 -0.4960 1.1681
H -7.2975 0.8969 2.5651
H -3.9086 2.8942 4.1967
H -2.4249 1.4127 3.0093
H -2.2270 -0.2867 1.5349
H -7.0283 3.4474 3.4481
C -2.9823 -0.9789 5.6429
C -3.1361 -2.0489 4.7949
C -2.0875 -2.4675 3.8840
C -0.9332 -1.6833 3.9212
C -0.8188 -0.5543 4.6768
C -1.8293 -0.1819 5.5596
O -1.6930 1.0440 6.2518
O -2.2831 -3.5576 3.0803
H -3.7340 -0.7879 6.3945
H -4.0365 -2.6447 4.8195
H -0.1442 -2.0144 3.2622
H 0.1297 -0.0378 4.6837
H -2.4252 1.3597 6.7866
H -1.4123 -3.9489 2.9793
*
```

lowest unoccupied orbital energy (alpha / beta): 0.17166 / 0.17166 Eh
expectation value of S²: 0.7591


# 2
Density functional theory data (the ωB97M-V functional and the def2-TZVPD basis) for a cluster of 8 separate species, C43H41Cl4FO12 in total in a non-equilibrium geometry.

```
! wB97M-V def2-TZVPD RIJCOSX def2/J DEFGRID3
* xyz -1 2
F -2.6212 3.4167 -3.5518
C -3.0825 2.1160 -3.4608
C -4.4858 1.9713 -3.5126
C -4.9302 0.6462 -3.5475
C -4.0877 -0.4524 -3.4255
C -2.7738 -0.3145 -3.2968
C -2.2109 1.0064 -3.2947
H -5.1091 2.8525 -3.4735
H -5.9977 0.5173 -3.6492
H -4.4533 -1.4605 -3.5537
H -2.0776 -1.1393 -3.2603
H -1.1410 1.1344 -3.2228
C -4.8604 -1.9511 -0.5130
C -4.2577 -1.0194 0.3040
C -4.8837 0.1973 0.5312
C -6.1692 0.4761 0.0468
C -6.8280 -0.5576 -0.6510
C -6.1619 -1.7733 -0.9783
O -6.7147 -2.6225 -1.8832
O -4.3031 1.1961 1.3396
H -4.4282 -2.9291 -0.6653
H -3.2708 -1.2460 0.6795
H -6.6981 1.3616 0.3670
H -7.8566 -0.3348 -0.8934
H -7.2959 -2.1467 -2.4812
H -4.7498 2.0446 1.2949
C -1.1925 -4.0378 -2.7955
C -1.0351 -4.4217 -1.4871
C -2.1180 -5.0110 -0.8786
C -3.2828 -5.2887 -1.5422
C -3.4248 -4.9816 -2.9157
C -2.3338 -4.3714 -3.5228
O -2.3766 -4.0172 -4.8186
O -2.1026 -5.4746 0.3684
H -0.3975 -3.5478 -3.3379
H -0.0671 -4.3401 -1.0152
H -4.1162 -5.7472 -1.0307
H -4.3537 -5.2086 -3.4177
H -1.5418 -3.6367 -5.1014
H -1.1914 -5.4265 0.6666
C 6.5594 2.4579 0.5636
C 5.2204 2.2801 0.2611
C 4.6069 3.3458 -0.3997
C 5.3558 4.5017 -0.7726
C 6.6864 4.5366 -0.5402
C 7.3340 3.4939 0.1753
O 8.6237 3.5265 0.5042
O 3.2907 3.3610 -0.6921
H 7.0280 1.6758 1.1424
H 4.6823 1.3952 0.5675
H 4.7241 5.1939 -1.3094
H 7.3546 5.3176 -0.8718
H 8.9447 4.4311 0.5210
H 2.7630 3.0534 0.0486
C -1.8686 3.1955 -0.0080
C -0.6474 2.7514 0.4358
C 0.1734 3.7192 0.9042
C -0.1002 5.0489 1.0307
C -1.3485 5.4546 0.5829
C -2.2441 4.5510 0.1074
O -3.3874 5.1219 -0.4230
O 1.4468 3.3599 1.2081
H -2.5938 2.4865 -0.3791
H -0.3440 1.7244 0.2959
H 0.5843 5.8364 1.3094
H -1.6582 6.4889 0.5594
H -4.1591 4.7729 0.0289
H 1.8542 3.9700 1.8273
C -1.9553 -0.0582 5.1993
C -0.5458 -0.1890 5.3522
C 0.3262 0.2086 4.3857
C -0.2498 0.5754 3.1227
C -1.6505 0.4441 2.8683
C -2.4492 0.2151 3.9314
O -3.7718 0.2046 3.7916
O 1.6854 0.1762 4.6918
H -2.6501 -0.4041 5.9502
H -0.2354 -0.4672 6.3485
H 0.4057 0.8562 2.3116
H -2.0569 0.6754 1.8948
H -4.0101 0.4690 2.9000
H 1.8451 -0.6765 5.1027
C 7.1455 -2.0405 0.2072
C 6.1816 -2.8332 -0.3089
C 5.4119 -3.6974 0.5121
C 5.8907 -3.9979 1.7821
C 6.8449 -3.1624 2.3079
C 7.4433 -2.1641 1.6160
O 8.4617 -1.3852 2.1453
O 4.4503 -4.4619 -0.0598
H 7.7212 -1.4446 -0.4854
H 5.9876 -2.7486 -1.3679
H 5.3706 -4.8203 2.2506
H 7.0977 -3.4728 3.3110
H 8.6423 -0.6251 1.5874
H 4.2729 -3.9696 -0.8646
C 1.3231 -0.6984 -0.3061
Cl 2.3492 -0.2358 1.0237
Cl 1.1945 0.5953 -1.4939
Cl 1.9585 -2.2097 -1.0933
Cl -0.3336 -1.1879 0.2874
*
```

lowest unoccupied orbital energy (alpha / beta): 0.06815 / 0.06813 Eh
expectation value of S²: 0.7526


| no. | energy (eV) |
| --- | --- |
| 1 | -185613.7735 |
| 2 | -122630.0626 |